The following is a DFT calculation (ωB97M-V/def2-TZVPD) of a 9-piece molecular cluster, C45H78Br17F8NO3S overall.

Summary:
strongest force on any atom: 1.728 eV/Å
LUMO: 0.15 eV
charge: 0
E_tot: -1278863.11370 eV

Cartesian coordinates (Å):
C -2.86830 4.19308 -4.46168
O -2.90524 4.07096 -5.86583
C -1.70223 3.64520 -6.49291
C -1.91797 2.32883 -7.21994
C -1.90377 1.09617 -6.29280
C -3.10826 0.17266 -6.49990
C -4.37731 0.63620 -5.77180
C -4.32413 0.72393 -4.24589
C -4.07697 -0.64014 -3.57350
C -2.64548 -0.94467 -3.10953
C -2.40144 -0.69602 -1.62030
C -1.87001 0.70621 -1.27474
C -2.34340 1.17378 0.11264
C -1.52390 2.30710 0.73476
C -0.14613 1.99098 1.31054
N 0.35386 3.42127 1.70363
C 1.02699 4.09693 0.95686
S 1.90780 5.01367 0.03900
O 0.77751 1.46842 0.42030
C 1.45868 0.31769 0.95132
C 2.94007 0.55008 1.20528
C 3.27335 1.62874 2.23757
C 4.78029 1.68823 2.57475
C 5.46815 2.78414 1.79003
F 5.32426 2.57637 0.45309
F 4.91833 3.98773 2.07869
C 7.00115 2.88131 2.08225
F 7.40868 4.14788 2.18756
F 7.32247 2.26099 3.21954
F 7.71800 2.31663 1.10707
C 0.60663 -0.17880 2.14760
C -0.39506 -1.21815 1.62642
C 0.04736 -2.66560 1.80277
O 0.57216 -2.84930 3.09990
C 1.05201 -3.15565 0.76244
F 2.31392 -2.78103 1.03357
F 1.05034 -4.50535 0.70379
F 0.76066 -2.71555 -0.47907
C 0.00248 1.16529 2.60891
C -1.17380 1.13324 3.56660
C -1.39186 2.44483 4.34198
C -0.14683 3.09906 4.91310
Br 0.94027 1.85178 5.93955
H -2.67101 5.22522 -4.15344
H -2.11179 3.54572 -4.00952
H -3.84229 3.90522 -4.06438
H -0.88562 3.57589 -5.76843
H -1.41786 4.41698 -7.21590
H -2.87575 2.40077 -7.73940
H -1.14218 2.24160 -7.98380
H -1.81999 1.42917 -5.25665
H -0.99597 0.52668 -6.50050
H -2.86249 -0.85900 -6.23149
H -3.32395 0.17076 -7.57227
H -4.61389 1.63487 -6.15892
H -5.19646 -0.03916 -6.03615
H -5.30137 1.08474 -3.91554
H -3.58217 1.45701 -3.92389
H -4.76680 -0.77498 -2.73835
H -4.35473 -1.39598 -4.31061
H -1.92760 -0.40600 -3.73193
H -2.47135 -2.00722 -3.29918
H -1.66020 -1.42747 -1.28293
H -3.30681 -0.90911 -1.04618
H -0.78584 0.75492 -1.36815
H -2.27941 1.40023 -2.01613
H -2.46958 0.32696 0.78625
H -3.35095 1.57487 -0.03391
H -1.35695 3.04943 -0.05119
H -2.08717 2.81250 1.51652
H 1.41881 -0.40799 0.13518
H 3.32911 -0.40541 1.57423
H 3.46961 0.74290 0.27011
H 2.76104 1.40536 3.17314
H 2.93763 2.59642 1.86590
H 4.87831 1.93680 3.62972
H 5.24170 0.72803 2.34807
H 1.25709 -0.61218 2.90360
H -0.65470 -1.03191 0.59014
H -1.32592 -1.11960 2.18848
H -0.83512 -3.29949 1.66641
H 0.70154 -3.79130 3.24787
H 0.86428 1.63464 3.07540
H -1.01612 0.36305 4.32454
H -2.09752 0.84606 3.06218
H -1.94831 3.17038 3.74423
H -2.04327 2.20795 5.18954
H -0.42919 3.87118 5.62371
H 0.46433 3.56463 4.14665
Br -5.08982 -4.07975 -3.37832
C -6.46958 -4.60083 -4.64855
C -6.32355 -3.89536 -5.97279
Br -6.93142 -2.04040 -5.91521
H -7.41711 -4.39584 -4.17306
H -6.34739 -5.67414 -4.77523
H -6.94913 -4.37617 -6.72151
H -5.29484 -3.87238 -6.31847
Br -0.62124 -2.49085 -5.78826
C 0.40033 -2.90865 -4.19150
C 0.44567 -4.38804 -3.93104
Br -1.25535 -5.03183 -3.24154
H -0.07049 -2.36494 -3.37808
H 1.39934 -2.51412 -4.36321
H 1.18268 -4.61723 -3.16494
H 0.65636 -4.96156 -4.82736
Br -6.26182 -6.21408 1.14907
C -4.76556 -6.27318 -0.08981
C -3.47220 -5.87170 0.56455
Br -3.35587 -3.94398 0.82413
H -5.02583 -5.63192 -0.92253
H -4.71389 -7.30481 -0.43087
H -2.63290 -6.12864 -0.07690
H -3.33933 -6.32654 1.54067
Br 9.10274 2.14027 8.39206
C 9.19375 0.98634 6.82915
C 7.95560 1.09279 5.98357
Br 6.44599 0.14442 6.76528
H 9.36918 -0.02022 7.19356
H 10.05880 1.32583 6.26603
H 8.12051 0.62577 5.01602
H 7.63757 2.11975 5.84268
Br 3.64806 7.06377 2.86732
C 5.45044 7.25635 2.16745
C 6.40055 7.80665 3.19644
Br 6.15071 9.71519 3.47657
H 5.37792 7.88973 1.28959
H 5.75501 6.25564 1.87215
H 7.42859 7.69326 2.86003
H 6.27928 7.33155 4.16417
Br -7.74003 -8.08106 -2.44240
C -9.01358 -6.65992 -2.06603
C -10.16159 -6.64697 -3.04682
Br -9.66539 -5.91996 -4.78581
H -8.44966 -5.73249 -2.06642
H -9.37871 -6.85763 -1.06116
H -10.95542 -5.99894 -2.68346
H -10.55527 -7.64005 -3.23416
Br -3.78361 -0.57681 7.95529
C -2.40964 -1.91642 7.64243
C -1.57101 -1.58233 6.43914
Br -2.51514 -1.93644 4.77606
H -2.91875 -2.86888 7.54069
H -1.79547 -1.92296 8.53985
H -0.68021 -2.20596 6.40573
H -1.27874 -0.53598 6.41827
Br 11.37106 2.36395 3.83495
C 11.39964 2.21723 1.89475
C 10.82667 0.90893 1.42099
Br 12.05651 -0.56963 1.70519
H 12.43090 2.35834 1.58974
H 10.79553 3.04553 1.53114
H 10.64728 0.94216 0.34903
H 9.90646 0.65281 1.93505

These are the Mulliken partial charges, in e, on atoms 1 to 99: number 1, C, carries -0.54; number 2, O, carries -0.41; number 3, C, carries -0.76; number 4, C, carries -0.91; number 5, C, carries 0.40; number 6, C, carries -0.77; number 7, C, carries -0.46; number 8, C, carries -0.05; number 9, C, carries -0.68; number 10, C, carries 0.25; number 11, C, carries -0.31; number 12, C, carries -0.02; number 13, C, carries -0.91; number 14, C, carries -1.80; number 15, C, carries 1.50; number 16, N, carries -0.57; number 17, C, carries 0.45; number 18, S, carries -0.41; number 19, O, carries -0.49; number 20, C, carries -0.19; number 21, C, carries -1.65; number 22, C, carries 0.93; number 23, C, carries -1.44; number 24, C, carries 1.14; number 25, F, carries -0.35; number 26, F, carries -0.24; number 27, C, carries 0.42; number 28, F, carries -0.29; number 29, F, carries -0.24; number 30, F, carries -0.30; number 31, C, carries 0.20; number 32, C, carries 0.21; number 33, C, carries -0.16; number 34, O, carries -0.52; number 35, C, carries 0.57; number 36, F, carries -0.28; number 37, F, carries -0.31; number 38, F, carries -0.07; number 39, C, carries 0.18; number 40, C, carries -0.57; number 41, C, carries -1.22; number 42, C, carries -0.53; number 43, Br, carries -0.24; number 44, H, carries 0.33; number 45, H, carries 0.17; number 46, H, carries 0.23; number 47, H, carries 0.35; number 48, H, carries 0.47; number 49, H, carries 0.34; number 50, H, carries 0.41; number 51, H, carries -0.28; number 52, H, carries 0.42; number 53, H, carries -0.12; number 54, H, carries 0.56; number 55, H, carries 0.56; number 56, H, carries -0.27; number 57, H, carries 0.37; number 58, H, carries -0.29; number 59, H, carries 0.38; number 60, H, carries 0.01; number 61, H, carries 0.22; number 62, H, carries -0.19; number 63, H, carries -0.26; number 64, H, carries 0.35; number 65, H, carries 0.17; number 66, H, carries 0.40; number 67, H, carries 0.38; number 68, H, carries 0.62; number 69, H, carries 0.66; number 70, H, carries 0.25; number 71, H, carries 0.50; number 72, H, carries 0.50; number 73, H, carries 0.46; number 74, H, carries -0.04; number 75, H, carries -0.33; number 76, H, carries 0.47; number 77, H, carries 0.52; number 78, H, carries 1.37; number 79, H, carries -1.13; number 80, H, carries 0.60; number 81, H, carries -0.31; number 82, H, carries 0.48; number 83, H, carries 0.18; number 84, H, carries -0.36; number 85, H, carries 0.52; number 86, H, carries 0.31; number 87, H, carries 0.59; number 88, H, carries 0.64; number 89, H, carries 0.12; number 90, Br, carries -0.05; number 91, C, carries -0.61; number 92, C, carries -0.61; number 93, Br, carries -0.15; number 94, H, carries 0.20; number 95, H, carries 0.37; number 96, H, carries 0.42; number 97, H, carries 0.42; number 98, Br, carries -0.12; number 99, C, carries -0.02

***

The following is a DFT calculation (ωB97M-V/def2-TZVPD) of C45H78Cl2F12NbO8 as an isolated structure.

Summary:
strongest force on any atom: 1.461 eV/Å
LUMO: 1.78 eV
charge: -1
E_tot: -123514.52777 eV

Cartesian coordinates (Å):
C -5.07705 -0.98824 4.03575
C -3.96211 -0.51071 3.90881
Nb -1.82200 0.20890 3.53828
Cl -1.06584 -1.78072 4.81204
C -2.76522 2.06003 2.68758
C -3.12001 3.12511 3.75512
C -1.85217 3.88951 4.14768
Cl -2.19240 5.57846 4.69760
C 0.26064 0.93317 3.07321
C 1.43154 0.07783 3.61433
C 1.71746 -1.22023 2.86121
C 2.38648 -1.04348 1.49492
C 2.91790 -2.38644 0.96122
C 1.83890 -3.46498 0.69733
C 2.31553 -4.89121 1.02732
C 2.29104 -5.26730 2.52495
C 3.65969 -5.20592 3.25456
C 3.77114 -4.09755 4.32329
C -1.90567 -0.92908 1.57863
C -2.33500 -0.12865 0.32147
C -1.20678 0.76191 -0.22957
C -1.16283 0.82589 -1.77767
C -0.60678 2.18522 -2.21500
C 0.79548 2.45764 -1.63081
C 0.88719 3.78344 -0.86801
C 2.26365 3.95230 -0.20669
C 2.58472 5.39193 0.17534
C 3.99915 5.52247 0.76396
C 4.41046 6.98303 1.04104
C 4.87480 7.21083 2.49655
C 3.64267 7.35502 3.41166
C 3.99502 7.34793 4.91599
H -5.97596 -1.41467 4.41592
H -1.82140 1.09862 5.16760
H -3.70180 1.72631 2.23539
H -2.12665 2.49623 1.91536
H -3.55475 2.65469 4.63366
H -3.83221 3.86011 3.36682
H -1.20678 3.96859 3.27546
H -1.30677 3.40093 4.94891
H 0.43523 1.12481 2.00890
H 0.34570 1.91363 3.56582
H 1.31189 -0.11803 4.67915
H 2.34620 0.68803 3.53518
H 2.40391 -1.80501 3.47836
H 0.81664 -1.82222 2.74633
H 3.25543 -0.39164 1.62870
H 1.71447 -0.62345 0.74282
H 3.44923 -2.23977 0.01601
H 3.66180 -2.79989 1.65040
H 0.88718 -3.24868 1.18344
H 1.64043 -3.45966 -0.37705
H 1.72145 -5.62014 0.47219
H 3.33886 -4.97894 0.64805
H 1.53334 -4.70324 3.07098
H 1.97079 -6.31233 2.57971
H 4.47035 -5.08326 2.53653
H 3.80227 -6.16028 3.76384
H 2.77894 -3.75586 4.62049
H 4.29461 -4.42300 5.22217
H 4.29209 -3.21652 3.94445
H -2.59422 -1.77476 1.68376
H -0.91538 -1.35471 1.36606
H -2.55930 -0.85480 -0.47317
H -3.25414 0.43890 0.47183
H -0.27644 0.29064 0.08820
H -1.24472 1.77673 0.16835
H -0.46983 0.05053 -2.10792
H -2.13556 0.60396 -2.21820
H -1.31934 2.95863 -1.91393
H -0.52608 2.24381 -3.30521
H 1.13594 1.65403 -0.97578
H 1.51223 2.51826 -2.45580
H 0.11785 3.80133 -0.09027
H 0.69897 4.62465 -1.54119
H 3.02764 3.60960 -0.91234
H 2.29920 3.31866 0.68293
H 2.53282 6.04497 -0.70077
H 1.88887 5.77332 0.92836
H 4.71408 5.07945 0.06650
H 4.05952 4.94275 1.68967
H 5.23552 7.24655 0.37546
H 3.58467 7.67385 0.85815
H 5.48259 6.37179 2.84058
H 5.47111 8.12593 2.53225
H 3.16385 8.30140 3.15937
H 2.97403 6.52899 3.16583
H 3.27721 6.73943 5.46379
H 3.94848 8.35997 5.31762
H 5.00020 6.96080 5.07783
C -8.04232 0.12337 1.35751
C -8.46756 1.38603 0.63692
O -7.33203 2.11323 0.13440
C -6.77276 1.63655 -0.96760
O -7.13923 0.69820 -1.61059
C -5.54421 2.48615 -1.32259
F -4.78362 2.66678 -0.24593
F -5.92047 3.69159 -1.78166
F -4.81905 1.89699 -2.26741
H -7.33504 0.35827 2.15391
H -8.91172 -0.37114 1.79063
H -7.55285 -0.57466 0.68047
H -8.95843 2.06819 1.32799
H -9.16052 1.17901 -0.17910
C 3.48647 -3.80743 -6.52564
C 3.44159 -4.09819 -5.04143
O 2.70477 -3.08209 -4.33681
C 1.38312 -3.15098 -4.43221
O 0.75066 -3.98372 -5.00914
C 0.75087 -1.98991 -3.65263
F 1.32393 -0.82120 -3.97250
F 0.90156 -2.16815 -2.33444
F -0.54707 -1.89584 -3.91237
H 3.89833 -2.81472 -6.70688
H 4.10537 -4.54382 -7.03812
H 2.49200 -3.83078 -6.96655
H 4.44361 -4.07445 -4.61796
H 3.01606 -5.07891 -4.82905
C -2.03215 -4.88374 3.56111
C -2.37976 -6.02690 2.63310
O -3.75420 -6.44581 2.78343
C -4.66534 -5.68106 2.19818
O -4.47389 -4.71212 1.52999
C -6.06284 -6.26297 2.46166
F -6.24669 -6.53238 3.75970
F -6.22548 -7.40798 1.77866
F -7.01106 -5.41690 2.07569
H -2.24842 -5.15324 4.59580
H -0.97573 -4.63315 3.47769
H -2.60702 -3.98809 3.33048
H -1.78816 -6.90699 2.88009
H -2.18686 -5.77878 1.58898
C 0.87787 1.05641 -8.51905
C 0.84442 0.35888 -9.86221
O 2.14057 -0.16038 -10.22791
C 2.50934 -1.27625 -9.61717
O 1.86912 -1.89432 -8.82037
C 3.90288 -1.69162 -10.12024
F 4.75263 -0.65961 -10.08718
F 3.82569 -2.12074 -11.38701
F 4.41778 -2.67148 -9.38324
H 1.63156 1.84472 -8.51893
H -0.09381 1.49787 -8.30200
H 1.12390 0.36312 -7.71634
H 0.59005 1.06503 -10.64949
H 0.11033 -0.44600 -9.88430

These are the Mulliken partial charges, in e, on atoms 1 to 99: number 1, C, carries -0.51; number 2, C, carries -0.06; number 3, Nb, carries -1.73; number 4, Cl, carries -0.43; number 5, C, carries -0.19; number 6, C, carries -0.84; number 7, C, carries -0.10; number 8, Cl, carries -0.29; number 9, C, carries 0.49; number 10, C, carries -1.69; number 11, C, carries 1.35; number 12, C, carries 0.34; number 13, C, carries -1.07; number 14, C, carries 1.04; number 15, C, carries -1.54; number 16, C, carries -0.02; number 17, C, carries -0.63; number 18, C, carries -1.03; number 19, C, carries -0.06; number 20, C, carries -0.99; number 21, C, carries 3.21; number 22, C, carries -0.55; number 23, C, carries -1.40; number 24, C, carries -0.02; number 25, C, carries -0.45; number 26, C, carries -0.47; number 27, C, carries -0.64; number 28, C, carries -0.65; number 29, C, carries -0.79; number 30, C, carries -0.89; number 31, C, carries -0.11; number 32, C, carries -1.18; number 33, H, carries 0.46; number 34, H, carries 0.00; number 35, H, carries 0.36; number 36, H, carries 0.24; number 37, H, carries 0.36; number 38, H, carries 0.46; number 39, H, carries 0.01; number 40, H, carries 0.23; number 41, H, carries -0.27; number 42, H, carries 0.47; number 43, H, carries 0.41; number 44, H, carries 0.40; number 45, H, carries -0.24; number 46, H, carries -0.33; number 47, H, carries 0.48; number 48, H, carries -0.74; number 49, H, carries 0.40; number 50, H, carries 0.37; number 51, H, carries -0.05; number 52, H, carries -0.37; number 53, H, carries 0.48; number 54, H, carries 0.42; number 55, H, carries -0.08; number 56, H, carries 0.36; number 57, H, carries 0.30; number 58, H, carries 0.42; number 59, H, carries 0.24; number 60, H, carries 0.40; number 61, H, carries 0.24; number 62, H, carries 0.58; number 63, H, carries -0.16; number 64, H, carries 0.70; number 65, H, carries -0.19; number 66, H, carries -1.42; number 67, H, carries -0.70; number 68, H, carries -0.43; number 69, H, carries 0.67; number 70, H, carries 0.41; number 71, H, carries 0.57; number 72, H, carries -0.23; number 73, H, carries 0.68; number 74, H, carries -0.02; number 75, H, carries 0.42; number 76, H, carries 0.28; number 77, H, carries 0.11; number 78, H, carries 0.32; number 79, H, carries 0.24; number 80, H, carries 0.44; number 81, H, carries 0.34; number 82, H, carries 0.39; number 83, H, carries 0.40; number 84, H, carries 0.40; number 85, H, carries 0.36; number 86, H, carries 0.30; number 87, H, carries 0.11; number 88, H, carries 0.33; number 89, H, carries 0.28; number 90, H, carries 0.33; number 91, C, carries -1.06; number 92, C, carries -0.24; number 93, O, carries -0.31; number 94, C, carries 0.27; number 95, O, carries -0.55; number 96, C, carries 1.00; number 97, F, carries -0.21; number 98, F, carries -0.29; number 99, F, carries -0.23

***

What is the charge in the first record?
0

***

Which of these has the lowest LUMO?
C45H78Br17F8NO3S

***

Which of these has the highest E_tot?
C45H78Cl2F12NbO8